Entry 1:
{
  "formula": "C24H50BrClP2RuSi2",
  "method": "ωB97M-V/def2-TZVPD",
  "elements": ["Ru", "C", "C", "C", "Si", "C", "C", "Si", "H", "H", "H", "Cl", "C", "C", "C", "C", "H", "H", "H", "H", "H", "H", "H", "H", "H", "H", "H", "H", "C", "C", "P", "H", "H", "P", "H", "H", "C", "C", "C", "C", "C", "H", "C", "H", "H", "H", "H", "H", "H", "H", "C", "C", "H", "H", "H", "H", "H", "H", "H", "C", "C", "H", "H", "H", "H", "H", "H", "C", "C", "H", "H", "H", "H", "H", "H", "H", "C", "H", "H", "H", "Br"],
  "coordinates": [[0.1048, -0.1972, -0.2384], [-0.6120, -2.0407, 1.7516], [-1.4116, -2.0624, 0.5849], [-0.4970, -2.2081, -0.5359], [-3.2241, -1.7008, 0.5969], [0.8626, -2.1636, -0.0049], [0.7669, -1.9976, 1.4317], [2.0768, -1.5448, 2.6552], [-1.0114, -2.0645, 2.7793], [-0.7528, -2.5992, -1.5238], [1.7393, -2.5165, -0.5512], [1.1599, 3.4760, -3.4688], [1.4012, -1.5071, 4.4026], [3.5503, -2.7000, 2.5429], [-3.8991, -1.6466, 2.3448], [-4.1814, -2.9361, -0.4404], [3.1825, -3.7315, 2.4558], [4.1375, -2.6209, 3.4664], [4.2094, -2.4919, 1.6923], [0.4708, -0.9253, 4.4458], [2.1328, -1.0532, 5.0837], [1.1949, -2.5301, 4.7444], [-3.7878, -3.9426, -0.2423], [-4.1237, -2.7449, -1.5182], [-5.2364, -2.9138, -0.1389], [-3.9096, -2.6581, 2.7729], [-4.9259, -1.2578, 2.3448], [-3.2773, -1.0007, 2.9794], [2.5553, 0.2356, 2.1676], [-3.3434, 0.0577, -0.1352], [2.2320, 0.6581, 0.4166], [3.6134, 0.3910, 2.4033], [1.9621, 0.9178, 2.7872], [-1.9515, 0.4983, -1.2334], [-3.3462, 0.7635, 0.7035], [-4.2940, 0.1574, -0.6703], [-2.2809, 2.2488, -1.6765], [-2.2276, -0.6638, -2.6796], [3.4782, -0.4443, -0.4591], [2.7189, 2.4277, 0.2999], [1.5834, 3.3889, 0.6736], [2.9386, 2.5649, -0.7700], [3.9529, 2.7725, 1.1319], [3.7671, 2.5953, 2.1968], [4.1562, 3.8417, 1.0012], [4.8503, 2.2296, 0.8339], [1.1838, 3.8790, -0.2223], [1.9543, 4.1658, 1.3519], [0.7617, 2.8771, 1.2006], [3.3704, -1.4116, 0.0572], [4.9259, 0.0018, -0.2785], [3.1987, -0.6672, -1.9464], [5.2284, 0.0935, 0.7705], [5.1156, 0.9497, -0.7983], [5.5854, -0.7526, -0.7339], [2.1611, -0.9758, -2.1400], [3.8548, -1.4684, -2.3129], [3.4161, 0.2335, -2.5329], [-2.4064, -1.6371, -2.1965], [-1.0270, -0.8136, -3.6146], [-3.4693, -0.3424, -3.5053], [-4.3798, -0.2280, -2.9073], [-3.6491, -1.1730, -4.2053], [-3.3156, 0.5581, -4.1131], [-0.1010, -1.0626, -3.0770], [-0.8665, 0.0984, -4.2026], [-1.2255, -1.6337, -4.3187], [-1.8597, 3.2234, -0.5707], [-3.7346, 2.5276, -2.0467], [-1.6266, 2.4224, -2.5458], [-4.4003, 2.2940, -1.2084], [-4.0782, 1.9870, -2.9284], [-3.8310, 3.5987, -2.2583], [-1.3029, 2.7350, 0.2440], [-2.7396, 3.6743, -0.0946], [-1.2328, 4.0166, -0.9925], [0.6165, 1.2137, -1.6346], [0.2458, 2.1212, -0.9611], [0.0005, 1.0496, -2.6359], [1.7781, 1.2477, -1.9019], [-0.7705, 1.0321, 1.9858]],
  "spin_multiplicity": 5,
  "orbital_gap_ev": [7.102, 4.551],
  "s_squared": 6.036,
  "charge": 0
}

Entry 2:
{
  "formula": "C24H50BrIO12P2S2",
  "method": "ωB97M-V/def2-TZVPD",
  "elements": ["C", "C", "C", "C", "C", "C", "C", "C", "C", "O", "C", "Br", "C", "C", "O", "C", "C", "O", "C", "C", "O", "C", "C", "C", "P", "O", "O", "O", "P", "O", "I", "S", "C", "O", "O", "H", "H", "H", "H", "H", "H", "H", "H", "H", "H", "H", "H", "H", "H", "H", "H", "H", "H", "H", "H", "H", "H", "H", "H", "H", "H", "H", "H", "H", "H", "H", "H", "H", "H", "H", "H", "H", "H", "H", "H", "H", "H", "O", "S", "O", "C", "C", "C", "C", "H", "H", "H", "H", "H", "H", "H", "H"],
  "coordinates": [[4.7309, 2.6979, -0.9359], [5.4128, 1.4220, -0.4056], [4.9320, 0.1858, -1.1580], [5.6416, -1.1163, -0.7726], [5.6660, -1.4816, 0.7235], [4.9779, -2.8017, 1.0772], [3.5144, -2.9347, 0.6308], [2.6843, -1.6354, 0.6339], [1.2579, -1.7836, 1.1791], [0.4981, -0.8285, 0.5147], [-0.8921, -1.0075, 0.4692], [-1.7404, 0.3076, 1.6437], [-1.3243, -0.9217, -1.0462], [-1.7560, -2.3533, -1.4038], [-2.7351, -2.7998, -0.5103], [-3.9572, -3.2007, -1.0676], [-5.0727, -3.0852, -0.0150], [-4.5292, -3.0547, 1.2802], [-5.1982, -2.1955, 2.1745], [-4.8403, -2.5854, 3.6138], [-0.1933, -0.7040, -1.8483], [0.1017, 0.5912, -2.3562], [0.3845, 1.6301, -1.2783], [1.3745, 0.3800, -3.1904], [1.0364, -0.7202, -4.5878], [-0.2286, -0.4408, -5.2587], [1.1680, -2.2318, -4.0711], [2.3049, -0.5613, -5.5776], [-2.6927, 0.3648, -1.3693], [-3.9402, -0.2567, -0.5171], [-3.4206, -0.1952, -3.6856], [1.2297, -1.4053, 2.9905], [2.6939, -2.1324, 3.6749], [1.3778, 0.0196, 3.1215], [0.0931, -2.0409, 3.6001], [3.8469, 2.9356, -0.3448], [4.3997, 2.5763, -1.9665], [5.4032, 3.5506, -0.8735], [6.4898, 1.5147, -0.5550], [5.1801, 1.3452, 0.6538], [3.8480, 0.1116, -1.0386], [5.1098, 0.3503, -2.2243], [6.6780, -0.9857, -1.0945], [5.2510, -1.9407, -1.3724], [5.2604, -0.6745, 1.3340], [6.7059, -1.5821, 1.0349], [5.0500, -2.9552, 2.1545], [5.5454, -3.6058, 0.6058], [2.9974, -3.6962, 1.2161], [3.5168, -3.3138, -0.3919], [3.1612, -0.8223, 1.1767], [2.5192, -1.3262, -0.3957], [0.8791, -2.7994, 1.0440], [-1.1511, -1.9774, 0.8815], [-0.8757, -3.0006, -1.3016], [-2.0429, -2.3888, -2.4557], [-3.9090, -4.2326, -1.4292], [-4.2255, -2.5675, -1.9162], [-5.6636, -2.1877, -0.2141], [-5.7497, -3.9402, -0.1129], [-4.9034, -1.1563, 1.9968], [-6.2809, -2.2605, 2.0282], [-4.2267, -3.4796, 3.6181], [-4.2987, -1.7749, 4.0971], [-5.7515, -2.7372, 4.1893], [-0.6538, 0.9420, -3.0627], [-0.3702, 1.6461, -0.4950], [1.3608, 1.4485, -0.8283], [0.4025, 2.6269, -1.7197], [1.7167, 1.3359, -3.5849], [2.1463, -0.0712, -2.5618], [1.9855, -2.6179, -4.3980], [3.0644, -0.2047, -5.1111], [-4.6186, 0.4257, -0.5621], [2.7853, -3.1685, 3.3587], [3.5666, -1.5746, 3.3455], [2.6038, -2.0419, 4.7531], [-1.6205, 4.9875, -0.1770], [-2.8691, 4.4582, 0.3087], [-3.2387, 3.0925, 0.0362], [-2.9838, 4.7751, 2.0660], [-3.6419, 6.1483, 2.1557], [-4.7734, 6.1418, 1.1176], [-4.1981, 5.5665, -0.1834], [-1.9873, 4.7293, 2.4986], [-3.6150, 3.9979, 2.4964], [-4.0139, 6.3448, 3.1598], [-2.9149, 6.9246, 1.9083], [-5.5890, 5.5089, 1.4723], [-5.1796, 7.1389, 0.9562], [-4.9280, 4.9975, -0.7530], [-3.7589, 6.3379, -0.8125]],
  "spin_multiplicity": 1,
  "orbital_gap_ev": 8.245,
  "charge": 0,
  "relative_energy_kj_mol": 31.0
}

Entry 3:
{
  "formula": "C24H50Cl3IrN4O3Si4",
  "method": "ωB97M-V/def2-TZVPD",
  "elements": ["Ir", "N", "C", "C", "C", "O", "O", "H", "H", "H", "H", "H", "H", "Cl", "C", "C", "C", "Cl", "C", "O", "C", "Cl", "C", "H", "H", "C", "H", "H", "C", "N", "C", "C", "N", "N", "C", "C", "H", "H", "H", "H", "H", "H", "H", "H", "H", "H", "H", "H", "H", "C", "Si", "C", "C", "Si", "Si", "C", "C", "C", "Si", "C", "C", "C", "H", "H", "H", "H", "H", "H", "H", "H", "H", "H", "H", "H", "H", "H", "H", "H", "H", "H", "H", "H", "H", "H", "H", "H", "H", "H", "H"],
  "coordinates": [[-0.2476, 0.0140, 1.0423], [-0.5472, 0.0929, 3.4502], [-1.7128, -0.4308, 4.1706], [-2.9876, -0.0403, 3.4153], [-3.2019, -0.9915, 2.2535], [-4.1060, -1.8248, 2.3121], [-2.3491, -0.9175, 1.2949], [0.3299, -0.1472, 3.8993], [-0.6044, 1.1076, 3.4477], [-1.7571, -0.0382, 5.1923], [-1.6319, -1.5172, 4.2457], [-2.8631, 0.9752, 3.0301], [-3.8554, -0.0782, 4.0711], [2.7213, 6.9248, 2.8603], [2.4157, 5.2041, 2.8276], [1.8220, 4.6278, 1.7110], [1.6660, 3.2710, 1.7185], [-0.8385, 2.2311, 1.4039], [2.0413, 2.4328, 2.7427], [1.9697, 1.0991, 2.7250], [2.5893, 3.0603, 3.8676], [3.0615, 2.0929, 5.2376], [2.7751, 4.4337, 3.9215], [1.4849, 5.2368, 0.8808], [3.1971, 4.8852, 4.8070], [1.6789, 0.4305, 1.4720], [2.1629, 1.0211, 0.6847], [2.1962, -0.5262, 1.5759], [2.7272, -4.2776, 0.8043], [1.6679, -3.4535, 0.2436], [2.1590, -2.3531, -0.5611], [0.5371, -3.2192, 0.9853], [-0.0409, -2.0719, 1.0469], [0.0183, -4.3342, 1.6350], [-1.0455, -4.1188, 2.6019], [-0.1516, -5.5569, 0.8601], [3.5182, -3.6490, 1.2300], [3.1731, -4.8990, 0.0245], [2.3363, -4.9199, 1.5875], [2.9192, -2.7379, -1.2411], [2.5921, -1.5668, 0.0575], [1.3504, -1.9136, -1.1398], [-0.9736, -2.1467, 1.4566], [-0.8179, -3.2493, 3.2140], [-1.1007, -4.9923, 3.2531], [-2.0266, -3.9665, 2.1344], [0.4902, -5.5361, -0.0159], [-1.1894, -5.6567, 0.5243], [0.1025, -6.4290, 1.4674], [-3.3160, 2.5433, -1.2149], [-1.5483, 2.5674, -1.8804], [-1.6638, 2.8181, -3.7454], [-0.8216, 4.2099, -1.2710], [-0.3196, 0.6061, -1.2376], [-1.6508, -1.0198, -2.4139], [-3.4164, -0.9681, -1.8028], [-1.0748, -2.7984, -2.1487], [-1.6511, -0.8130, -4.2953], [1.7061, 1.0518, -2.4033], [3.2312, 0.0341, -1.9488], [1.5999, 0.8116, -4.2731], [2.2252, 2.8299, -2.0307], [-3.6503, 3.5634, -1.0078], [-3.3720, 1.9791, -0.2817], [-4.0174, 2.0962, -1.9210], [-2.1639, 3.7695, -3.9491], [-2.2271, 2.0269, -4.2374], [-0.6760, 2.8548, -4.2062], [-1.5987, 4.9807, -1.2618], [-0.0069, 4.5614, -1.9055], [-0.4380, 4.1118, -0.2585], [-3.4212, -1.1129, -0.7210], [-4.0115, -1.7668, -2.2577], [-3.9012, -0.0177, -2.0160], [-0.8663, -2.9743, -1.0963], [-0.1791, -3.0413, -2.7272], [-1.8711, -3.4877, -2.4481], [-2.2848, 0.0136, -4.6151], [-2.0258, -1.7233, -4.7739], [-0.6464, -0.6215, -4.6746], [3.1933, -0.9635, -2.3918], [3.3403, -0.0824, -0.8711], [4.1314, 0.5321, -2.3199], [1.4292, -0.2434, -4.5008], [2.5318, 1.1171, -4.7589], [0.7848, 1.3740, -4.7280], [1.8652, 3.1294, -1.0432], [1.8139, 3.5350, -2.7560], [3.3134, 2.9361, -2.0352]],
  "spin_multiplicity": 2,
  "orbital_gap_ev": [7.078, 6.757],
  "s_squared": 0.759,
  "charge": -1,
  "relative_energy_kj_mol": 53.9
}

no.,energy (eV)
1,-145178.479
2,-168660.967
3,-109723.512